Record 1
Below is C17H20B2Cl3O5 as an isolated structure at a distorted geometry, with properties calculated with ωB97M-V/def2-TZVPD.

Properties
HOMO energy = -2.3 eV
energy relative to the best compared isomer or geometry (same formula, charge and spin) = 13.8 kcal/mol
net charge = -1
HOMO-LUMO gap = 4.57 eV

Last column: Löwdin charge in e.
Atoms and positions in Å:
Cl 2.162 -0.102 2.384  0.425
B 2.126 1.840 2.004  -1.896
Cl 2.497 2.752 3.535  0.527
Cl 3.328 2.121 0.626  0.482
O 0.872 2.114 1.445  -0.100
C -0.258 2.746 1.348  -0.211
C -1.261 2.439 2.333  -0.162
C -2.631 2.796 2.247  -0.043
C -3.455 2.520 3.374  -0.094
C -2.907 1.831 4.522  -0.117
C -1.621 1.282 4.427  -0.102
C -0.831 1.554 3.333  -0.050
H -1.673 2.302 0.193  0.175
H -3.042 3.248 1.305  0.111
H -4.480 2.898 3.442  0.081
H -3.466 1.667 5.430  0.070
H -1.108 0.598 5.106  0.103
H 0.153 1.124 3.242  0.038
C 0.897 1.417 -2.751  -0.006
C 0.054 2.277 -1.949  -0.344
C -0.776 3.393 -2.184  -0.043
C -1.080 3.978 -0.962  0.011
C -0.797 2.932 0.044  -0.234
B -0.197 -1.984 -0.329  -0.840
O 1.083 -2.498 -0.288  0.117
C 0.853 -3.393 0.847  -0.056
C -0.691 -3.363 1.280  -0.402
C -0.964 -4.477 2.286  -0.031
C -1.660 -3.461 0.016  -0.055
O -1.214 -2.565 -1.069  0.115
C -0.921 -1.888 1.801  -0.090
O -0.567 -1.001 0.669  0.057
O -0.019 1.938 -0.693  0.052
H 1.134 1.961 -3.676  0.091
H 1.780 1.089 -2.174  0.098
H 0.383 0.445 -2.870  0.094
H -1.196 3.728 -3.115  0.095
H -1.646 4.827 -0.621  0.096
H 1.132 -4.424 0.565  0.136
H 1.464 -2.998 1.665  0.120
H -2.028 -4.446 2.594  0.094
H -0.773 -5.428 1.762  0.086
H -0.309 -4.378 3.167  0.097
H -1.683 -4.477 -0.405  0.133
H -2.676 -3.173 0.342  0.136
H -1.974 -1.762 2.099  0.134
H -0.251 -1.656 2.638  0.104

***

Record 2
Below is C9H21BClF4O2P2Y as an isolated structure at a distorted geometry, with properties calculated with ωB97M-V/def2-TZVPD.

Properties
HOMO energy (alpha / beta) = -17.3 / -17.3 eV
energy relative to the best compared isomer or geometry (same formula, charge and spin) = 48.8 kcal/mol
net charge = +2
HOMO-LUMO gap (alpha / beta) = 5.77 / 5.77 eV

Last column: Löwdin charge in e.
Atoms and positions in Å:
C 0.170 0.037 -3.372  0.029
C 0.811 0.229 -2.084  -0.132
H 0.883 -0.090 -4.203  0.155
H -0.463 0.906 -3.609  0.135
H -0.494 -0.837 -3.326  0.103
O 1.921 0.483 -1.722  0.231
Cl -2.687 -0.047 -1.188  -0.002
Y -0.748 -0.042 0.338  0.887
P -0.094 2.671 -0.044  0.747
C 1.314 3.608 0.640  -0.224
C -0.522 3.748 -1.459  -0.246
H -0.647 4.774 -1.075  0.072
H -1.454 4.300 1.063  0.078
H -1.458 3.402 -1.921  0.056
H -2.347 2.745 0.917  0.057
H 2.213 3.417 0.041  0.060
H 0.276 3.729 -2.214  0.057
C -1.378 3.207 1.154  -0.231
H 1.054 4.677 0.612  0.078
H -1.076 2.927 2.171  0.059
H 1.484 3.278 1.673  0.060
P 0.111 -2.658 -0.226  0.756
C 1.510 -3.556 0.533  -0.233
C -1.226 -3.326 0.853  -0.236
H -1.117 -3.459 -2.172  0.058
H -0.166 -4.762 -1.371  0.071
H 0.644 -3.560 -2.436  0.056
C -0.158 -3.711 -1.700  -0.250
H -2.184 -2.829 0.639  0.048
H -1.319 -4.400 0.640  0.079
H 1.316 -4.638 0.452  0.078
H 1.587 -3.256 1.585  0.057
H -0.965 -3.171 1.908  0.063
H 2.445 -3.296 0.019  0.061
C 1.671 -0.058 0.842  -0.089
O 2.774 -0.080 1.165  0.208
F -1.440 -0.189 2.383  -0.140
B -0.258 -0.073 3.477  -1.104
F -0.930 0.042 4.647  0.229
F 0.508 -1.218 3.292  0.148
F 0.443 1.076 3.076  0.113

***

Record 3
Below is a 7-piece molecular cluster, C20H53NO12P2 overall at a distorted geometry, with properties calculated with ωB97M-V/def2-TZVPD.

Properties
HOMO energy = -7.9 eV
energy relative to the best compared isomer or geometry (same formula, charge and spin) = 0.0 kcal/mol
structure (SMILES) = C#CCCCP(N)#P(C)CC.OCCO.OCCO.OCCO.OCCO.OCCO.OCCO
HOMO-LUMO gap = 8.27 eV

Last column: Löwdin charge in e.
Atoms and positions in Å:
C 2.160 -6.317 -1.490  0.106
C 1.497 -5.332 -1.337  -0.154
C 0.630 -4.183 -1.127  -0.207
C 1.017 -3.392 0.150  -0.257
C 0.845 -1.872 0.002  -0.412
P 2.306 -0.922 0.602  0.691
N 1.819 -0.376 2.190  -0.247
P 2.389 0.958 -0.494  0.709
C 0.654 1.530 -0.858  -0.323
C 3.061 0.567 -2.175  -0.501
C 4.488 0.045 -2.046  -0.201
H 2.645 -7.256 -1.627  0.022
H 0.670 -3.526 -1.997  0.109
H -0.397 -4.536 -1.050  0.109
H 2.028 -3.658 0.448  0.083
H 0.368 -3.746 0.951  0.091
H 0.685 -1.619 -1.046  0.065
H -0.060 -1.546 0.518  0.038
H 2.537 0.302 2.440  -0.009
H 0.986 0.203 2.065  0.014
H 0.606 2.604 -0.701  0.001
H -0.095 1.029 -0.252  0.019
H 0.461 1.339 -1.914  0.012
H 2.996 1.506 -2.722  0.066
H 2.417 -0.172 -2.650  0.054
H 4.459 -0.982 -1.685  0.048
H 4.995 0.025 -3.009  0.062
H 5.073 0.625 -1.336  0.055
C -2.341 -2.711 0.705  -0.218
C -2.423 -2.223 2.134  -0.237
O -3.456 -1.239 2.250  -0.060
O -2.087 -1.611 -0.166  -0.100
H -1.529 -3.429 0.583  0.089
H -3.283 -3.190 0.408  0.128
H -1.497 -1.729 2.415  0.107
H -2.606 -3.046 2.827  0.125
H -4.303 -1.688 2.156  0.094
H -2.605 -0.875 0.184  0.087
C -0.043 -1.455 6.633  -0.250
C -0.361 -1.553 5.157  -0.234
O -1.779 -1.611 4.956  -0.090
O -0.587 -2.565 7.337  -0.070
H 1.033 -1.445 6.796  0.121
H -0.472 -0.534 7.051  0.116
H 0.046 -2.474 4.743  0.127
H 0.051 -0.701 4.613  0.090
H -2.150 -0.746 5.161  0.096
H -1.446 -2.740 6.934  0.072
C -1.384 5.101 -0.524  -0.254
C -1.937 4.830 -1.907  -0.237
O -3.357 4.675 -1.845  -0.074
O -1.738 4.047 0.360  -0.076
H -0.297 5.177 -0.547  0.117
H -1.801 6.037 -0.128  0.116
H -1.545 3.889 -2.290  0.113
H -1.676 5.634 -2.601  0.121
H -3.743 5.536 -1.656  0.090
H -2.639 3.795 0.122  0.076
C 1.454 2.440 5.567  -0.241
C 2.778 3.157 5.709  -0.237
O 3.470 3.152 4.459  -0.071
O 1.664 1.112 5.107  -0.084
H 0.930 2.389 6.522  0.120
H 0.819 2.970 4.844  0.119
H 3.419 2.627 6.412  0.125
H 2.636 4.184 6.061  0.120
H 3.004 3.738 3.854  0.091
H 2.387 1.169 4.471  0.058
C 0.982 0.703 -5.890  -0.240
C 1.726 -0.507 -6.412  -0.237
O 0.829 -1.610 -6.558  -0.068
O 0.355 0.404 -4.653  -0.093
H 1.663 1.539 -5.729  0.119
H 0.213 1.010 -6.612  0.120
H 2.480 -0.823 -5.692  0.119
H 2.215 -0.288 -7.366  0.119
H 0.240 -1.420 -7.295  0.092
H 0.021 -0.499 -4.735  0.076
C -2.724 0.842 -3.726  -0.248
C -3.787 0.107 -2.938  -0.235
O -3.522 -1.294 -2.942  -0.076
O -2.668 0.355 -5.058  -0.069
H -2.937 1.911 -3.767  0.118
H -1.743 0.697 -3.252  0.098
H -4.761 0.236 -3.409  0.123
H -3.838 0.479 -1.909  0.114
H -2.744 -1.441 -2.387  0.063
H -2.800 -0.600 -4.997  0.078

***

Record 4
Below is C29H48BeCl2N3O4SiTe as an isolated structure at a distorted geometry, with properties calculated with ωB97M-V/def2-TZVPD.

Properties
HOMO energy = -2.3 eV
energy relative to the best compared isomer or geometry (same formula, charge and spin) = 0.0 kcal/mol
net charge = -1
HOMO-LUMO gap = 4.49 eV

Last column: Löwdin charge in e.
Atoms and positions in Å:
C -1.123 -0.612 -3.645  -0.070
C -0.670 -1.908 -3.058  -0.216
H -0.768 -0.485 -4.674  0.057
H -0.730 0.214 -3.032  -0.015
H -2.222 -0.510 -3.656  0.097
C -0.208 -2.932 -3.784  -0.133
C -0.101 -2.963 -5.271  -0.111
H 0.115 -3.853 -3.299  0.098
H -0.347 -2.009 -5.740  0.053
H -0.772 -3.718 -5.698  0.070
H 0.909 -3.246 -5.589  0.061
Be 0.696 -0.031 -0.087  -0.120
Cl -0.376 1.447 -1.058  0.138
C 0.040 -2.424 1.884  -0.312
O 0.846 -1.506 1.670  -0.032
N 0.298 -3.479 2.684  -0.172
C 1.630 -3.672 3.242  -0.044
C -0.710 -4.465 3.044  -0.051
H -0.985 -2.420 1.447  0.103
H 2.259 -2.810 3.001  0.084
H 2.080 -4.590 2.835  0.082
H 1.550 -3.790 4.331  0.084
H -1.667 -4.204 2.580  0.096
H -0.823 -4.496 4.138  0.085
H -0.402 -5.461 2.697  0.075
H 1.139 2.774 4.956  0.085
H -0.926 4.125 4.243  0.088
C 1.492 2.859 3.919  -0.047
C -0.505 4.132 3.227  -0.047
N 0.349 2.962 3.025  -0.173
H 2.094 1.987 3.655  0.088
C 0.225 2.176 1.936  -0.353
O 0.929 1.178 1.669  -0.065
H -1.321 4.121 2.498  0.093
H -0.615 2.443 1.274  0.035
H 2.098 3.775 3.855  0.082
H 0.079 5.058 3.111  0.080
H 1.764 -0.268 -3.511  0.094
H 2.764 -2.807 -3.191  0.090
C 2.615 0.030 -2.887  -0.005
C 3.556 -2.263 -2.652  -0.035
N 3.007 -1.077 -2.013  -0.145
H 2.336 0.891 -2.278  0.076
C 2.943 -0.946 -0.692  -0.199
O 2.315 0.006 -0.150  -0.040
H 3.977 -2.910 -1.874  0.089
H 3.444 -1.716 -0.082  0.160
H 3.458 0.291 -3.537  0.091
H 4.339 -1.967 -3.363  0.088
O 0.234 -1.347 -0.889  -0.252
C -0.770 -2.015 -1.527  -0.391
C 0.459 -4.100 -0.761  -0.051
C -0.754 -3.474 -1.041  -0.186
H 1.379 -3.528 -0.902  0.109
C 0.477 -5.418 -0.294  -0.099
H -1.734 -1.568 -1.226  0.070
C -1.953 -4.173 -0.898  -0.024
H 1.434 -5.873 -0.035  0.094
C -0.721 -6.130 -0.161  -0.128
C -1.934 -5.504 -0.472  -0.096
H -2.887 -3.656 -1.132  0.122
H -0.704 -7.169 0.195  0.094
H -2.872 -6.053 -0.365  0.095
Si -0.045 6.522 -3.070  0.086
Cl -0.320 5.706 -4.950  0.292
C 1.794 6.409 -2.734  -0.225
C -1.105 5.482 -1.934  -0.214
C -0.604 8.316 -3.130  -0.227
H 2.132 5.366 -2.812  0.033
H 2.037 6.783 -1.730  0.030
H 2.355 7.002 -3.471  0.027
H -0.009 8.886 -3.858  0.026
H -0.490 8.792 -2.146  0.030
H -1.660 8.388 -3.427  0.028
H -0.807 4.424 -1.967  0.009
H -2.157 5.548 -2.248  0.035
H -1.033 5.833 -0.895  0.031
Te -2.463 0.207 0.962  0.772
C -2.380 0.287 3.024  -0.708
C -3.612 0.704 3.592  -0.218
C -3.673 0.915 4.971  -0.134
C -2.557 0.653 5.785  -0.147
C -1.359 0.197 5.218  -0.128
C -1.252 0.032 3.837  -0.158
H -4.457 0.869 2.918  0.048
H -4.605 1.280 5.407  0.083
H -2.626 0.800 6.862  0.075
H -0.501 -0.034 5.851  0.087
H -0.330 -0.295 3.353  0.073

***

Record 5
Below is C16H22MgN5O2Se as an isolated structure at a distorted geometry, with properties calculated with ωB97M-V/def2-TZVPD.

Properties
HOMO energy = -9.2 eV
energy relative to the best compared isomer or geometry (same formula, charge and spin) = 18.4 kcal/mol
net charge = +1
HOMO-LUMO gap = 6.70 eV

Last column: Löwdin charge in e.
Atoms and positions in Å:
Mg 0.914 -0.099 0.316  0.516
N 1.107 2.354 -3.022  0.203
C 1.275 1.567 -1.992  -0.515
O 0.460 1.477 -1.020  -0.094
C 2.623 0.832 -1.962  -0.278
C 2.970 0.565 -0.548  -0.236
H 0.184 2.716 -3.245  0.133
H 1.896 2.434 -3.684  0.142
H 3.346 1.438 -2.517  0.100
H 2.466 -0.122 -2.565  0.126
H 2.781 1.448 0.032  0.012
H 3.784 -0.122 -0.383  0.018
N 1.032 0.015 2.400  0.151
C 0.813 -0.221 3.519  -0.145
N 0.613 -0.561 4.808  -0.080
C -0.722 -0.563 5.404  -0.114
C -0.756 -0.097 6.850  -0.163
O 0.359 -0.534 7.654  -0.118
C 1.616 -0.451 7.002  -0.180
C 1.636 -1.155 5.646  -0.101
H -1.107 -1.577 5.474  0.127
H -1.493 -0.025 4.840  0.141
H -1.558 -0.612 7.387  0.134
H -0.911 0.996 6.952  0.133
H 2.323 -1.030 7.629  0.140
H 2.046 0.546 6.957  0.128
H 1.383 -2.210 5.767  0.142
H 2.568 -0.966 5.150  0.132
C -2.773 0.112 -1.482  -0.025
N -1.868 -0.465 -2.463  -0.063
C -0.810 -1.375 -2.169  -0.654
Se -0.297 -2.190 -0.547  0.695
N -0.268 -1.650 -3.353  0.114
C -0.822 -0.907 -4.419  -0.162
C -0.504 -0.733 -5.741  -0.005
C -1.359 0.042 -6.534  -0.064
C -2.396 0.728 -5.926  -0.085
C -2.695 0.631 -4.581  -0.007
C -1.898 -0.217 -3.830  -0.171
H -2.712 -0.398 -0.493  0.080
H -3.835 -0.024 -1.886  0.123
H -2.527 1.192 -1.415  0.102
H 0.518 -2.300 -3.487  0.179
H 0.353 -1.233 -6.199  0.124
H -1.183 0.149 -7.599  0.115
H -3.038 1.392 -6.550  0.128
H -3.532 1.203 -4.176  0.122

***

no.,E (Eh)
1,-2466.3620
2,-2111.2168
3,-2434.0016
4,-3091.9496
5,-3648.5123